a:
The following is a DFT calculation (ωB97M-V/def2-TZVPD) of a 2-piece molecular cluster, C3H8OS2 overall.

The geometry in XYZ format:
```
14
Properties=species:S:1:pos:R:3
C 1.83873 -0.99331 -1.28236
C 2.00558 0.21584 -0.77703
O 2.12270 0.44205 0.56019
H 1.82660 -1.17238 -2.34242
H 1.61859 -1.81137 -0.61902
H 2.02096 1.09766 -1.41466
H 2.30607 1.37492 0.71907
C -1.67438 0.98984 0.30504
S -2.12211 -0.72219 0.01327
S -1.92423 -1.60697 1.87971
H -0.79601 1.13979 0.91911
H -2.50490 1.54704 0.73339
H -1.49680 1.42776 -0.68328
H -3.22081 -1.92869 1.98898
```

Computed properties:
- SMILES string = C=CO.CSS
- E_LUMO (eV) = 0.66
- frontier orbital gap (eV) = 9.25

b:
The following is a DFT calculation (ωB97M-V/def2-TZVPD) of a 2-piece molecular cluster, C3H8OS2 overall.

The geometry in XYZ format:
```
14
Properties=species:S:1:pos:R:3
C -0.82902 1.25741 -0.54162
C 0.08157 -0.12769 1.39812
C 0.25277 0.58481 0.20422
O -0.21036 -1.45121 -1.17416
S 3.02494 -0.20700 0.68693
S 1.77196 0.71746 -0.47161
H -1.32187 0.59779 -1.18007
H -1.65442 1.52455 0.21611
H -0.47421 2.12289 -1.13430
H -0.64958 -0.93358 1.08087
H -0.38979 0.33882 2.23384
H 0.97573 -0.53483 1.78542
H -0.96405 -1.66935 -1.88391
H 0.38633 -2.22009 -1.21982
```

Computed properties:
- E_LUMO (spin up / spin down) (eV) = -0.05 / -0.05
- frontier orbital gap (spin up / spin down) (eV) = 7.56 / 7.56

Bottom line: a, by a margin of 0.428 eV.

a:
The following is a DFT calculation (ωB97M-V/def2-TZVPD) of a 2-piece molecular cluster, C3H8OS2 overall.

The geometry in XYZ format:
```
14
Properties=species:S:1:pos:R:3
C -1.10782 -0.54432 -1.26634
C -0.09883 0.86378 0.57241
C -0.01278 -0.41063 -0.34597
O -0.29215 -1.62282 1.30291
S 2.91846 0.18940 0.43216
S 1.60061 -0.74901 -0.94508
H -1.06524 0.08833 -2.06760
H -1.12068 -1.63650 -1.56241
H -2.01384 -0.40611 -0.84112
H -0.74915 0.66684 1.45495
H -0.76204 1.67002 -0.02481
H 0.74697 1.42092 0.93777
H -0.51021 -0.99818 2.01392
H 2.46670 1.46828 0.33919
```

Computed properties:
- E_LUMO (eV) = -0.02
- frontier orbital gap (eV) = 9.00

b:
The following is a DFT calculation (ωB97M-V/def2-TZVPD) of a 2-piece molecular cluster, C3H8OS2 overall.

The geometry in XYZ format:
```
14
Properties=species:S:1:pos:R:3
C -3.14110 -0.40993 0.31630
C -2.49885 0.87050 0.73738
O -1.33179 0.95021 1.01550
H -3.18063 -0.50737 -0.77265
H -2.52945 -1.24033 0.65516
H -4.15899 -0.52879 0.67613
H -3.14487 1.77113 0.77979
C 2.21186 0.50877 -0.10326
S 3.94901 0.02382 0.08123
S 3.99568 -1.79457 -0.84467
H 2.02927 0.88832 -1.10184
H 1.62311 -0.39502 0.03097
H 1.94337 1.25721 0.63198
H 4.23338 -1.39395 -2.10203
```

Computed properties:
- SMILES string = CC=O.CSS
- E_LUMO (eV) = 0.75
- frontier orbital gap (eV) = 9.68

Bottom line: b, by a margin of 2.776 eV.

a:
The following is a DFT calculation (ωB97M-V/def2-TZVPD) of an isolated ion of composition C6H12NO and charge -1.

The geometry in XYZ format:
```
20
Properties=species:S:1:pos:R:3
C 0.11300 -0.63642 3.52136
C 0.44884 -0.91545 2.09343
C -0.18860 -0.28575 1.09906
C 0.14097 -0.46019 -0.33856
C -0.06080 0.67538 -1.33346
N -1.45573 1.16355 -1.62045
C 0.65181 0.37263 -2.80978
O 0.03696 1.04774 -3.82254
H 0.52779 0.29669 3.98099
H 0.41516 -1.40931 4.25484
H -0.97544 -0.48858 3.68909
H 1.33914 -1.54237 1.98493
H -1.06766 0.53650 1.25132
H 1.25604 -0.58487 -0.53644
H -0.44070 -1.31691 -0.72287
H 0.49797 1.60542 -0.81197
H -1.92548 0.32710 -1.80311
H -1.42783 1.70839 -2.44325
H 0.43569 -0.75952 -2.90305
H 1.67885 0.66596 -2.72955
```

Computed properties:
- charge = -1
- SMILES string = C/C=C/C[C@H](N)C[O-]
- E_LUMO (eV) = 3.40
- frontier orbital gap (eV) = 5.90

b:
The following is a DFT calculation (ωB97M-V/def2-TZVPD) of an isolated ion of composition C6H12NO and charge -1.

The geometry in XYZ format:
```
20
Properties=species:S:1:pos:R:3
C 2.24448 0.99574 0.35477
C 1.52260 -0.13862 0.54257
C 2.23897 -1.42952 0.50629
C -0.03745 -0.00318 0.80810
C -0.73106 0.04857 -0.54782
N -0.29474 1.31812 -1.41801
C -2.30635 -0.04949 -0.48135
O -2.53788 -0.90368 0.44671
H 3.22606 1.15953 0.25477
H 1.85752 1.97745 0.31217
H 2.03718 -1.88076 1.44819
H 1.82647 -2.14190 -0.18046
H 3.23542 -1.45064 0.19587
H -0.03550 0.95409 1.32966
H -0.66945 -0.70948 1.38219
H -0.23129 -0.80080 -1.05729
H 0.00797 2.09359 -0.81460
H -1.07580 1.60646 -1.96719
H -2.82521 -0.34312 -1.48134
H -2.57431 0.99714 -0.16499
```

Computed properties:
- charge = -1
- SMILES string = C=C(C)C[C@H](N)C[O-]
- E_LUMO (eV) = 3.76
- frontier orbital gap (eV) = 6.17

Bottom line: a, by a margin of 0.491 eV.

a:
The following is a DFT calculation (ωB97M-V/def2-TZVPD) of CH3FINS as an isolated structure.

The geometry in XYZ format:
```
8
Properties=species:S:1:pos:R:3
C 1.22956 0.26968 0.05769
N 0.15864 -0.48761 0.76075
F -1.77578 -1.76897 -1.04781
S -1.27248 -0.72348 0.72608
I -2.61209 1.14363 -0.13390
H 2.12361 0.48609 0.55076
H 0.71787 1.22349 -0.07758
H 1.43067 -0.14282 -0.83600
```

Computed properties:
- E_LUMO (eV) = -1.13
- frontier orbital gap (eV) = 8.93

b:
The following is a DFT calculation (ωB97M-V/def2-TZVPD) of a 2-piece molecular cluster, CH3FINS overall.

The geometry in XYZ format:
```
8
Properties=species:S:1:pos:R:3
C 0.93258 0.64273 -1.06118
N 0.77616 1.24687 0.03864
S 0.43963 1.15642 1.53072
F 0.75128 -0.36145 2.26011
H 0.96785 1.24817 -1.96385
H 1.18203 -0.42525 -1.10161
I -1.99006 -2.11646 0.66315
H -3.05948 -1.39102 -0.36598
```

Computed properties:
- SMILES string = C=NSF.I
- E_LUMO (eV) = 0.37
- frontier orbital gap (eV) = 9.42

Bottom line: b, by a margin of 0.821 eV.

a:
The following is a DFT calculation (ωB97M-V/def2-TZVPD) of one molecule with the formula C4H6O3S.

The geometry in XYZ format:
```
14
Properties=species:S:1:pos:R:3
O 2.37597 0.73748 0.34769
C 1.35045 0.09787 0.92536
S 1.68966 -0.97713 2.11502
C 0.00149 0.46998 0.43915
C -1.04474 -0.58538 0.16845
O -0.71769 -1.92536 0.27777
C -0.43595 0.17420 -0.96817
O -1.11578 1.19476 -1.61679
H 2.00609 1.34717 -0.31323
H -0.36637 1.41545 0.85577
H -2.05031 -0.32950 0.49830
H -0.24015 -2.05558 1.11229
H 0.29243 -0.37091 -1.59189
H -1.74511 0.80696 -2.24973
```

Computed properties:
- SMILES string = OC(=S)C1[C@H](O)[C@H]1O
- E_LUMO (eV) = 0.12
- frontier orbital gap (eV) = 9.22

b:
The following is a DFT calculation (ωB97M-V/def2-TZVPD) of one molecule with the formula C4H6O3S.

The geometry in XYZ format:
```
14
Properties=species:S:1:pos:R:3
C -1.18927 0.96276 -1.24162
C -0.97018 0.49681 -0.01203
C 0.36279 0.84186 0.51419
C 1.04998 -0.10270 1.16836
S 0.12698 -1.62585 1.38166
O -0.69469 -1.41319 2.51556
O -0.69181 -1.90681 0.24551
O 1.12608 -2.82359 1.75617
H -0.47711 1.29443 -1.82520
H -2.13076 1.07570 -1.66224
H -1.74649 0.19597 0.57961
H 0.66936 1.92226 0.38678
H 2.03318 -0.19978 1.53398
H 0.81742 -3.12787 2.58738
```

Computed properties:
- SMILES string = C=C/C=C\S(=O)(=O)O
- E_LUMO (eV) = 0.29
- frontier orbital gap (eV) = 9.86

Bottom line: a, by a margin of 1.743 eV.